(1)
Computed, not measured: a 2-piece molecular cluster, C2H4N3 overall, with ωB97M-V/def2-TZVPD.

Calculated values
Charge   +1
ΔE to the lowest compared entry with this formula, charge and spin   102.1 kcal/mol
Highest occupied orbital energy   -0.5587 Ha
HOMO-LUMO gap   9.62 eV

```
9
C2H4N3 (ωB97M-V/def2-TZVPD)
C 1.848 -0.045 0.160
C -2.024 -0.306 0.039
N -0.835 0.392 0.275
N -1.715 1.041 -0.284
N 2.913 0.301 -0.139
H -2.005 -1.201 -0.649
H -2.845 -0.575 0.750
H 0.761 0.046 0.209
H 3.902 0.347 -0.360
```



(2)
Computed, not measured: C4H7NO2 as an isolated structure, with ωB97M-V/def2-TZVPD.

Calculated values
Charge   0
ΔE to the lowest compared entry with this formula, charge and spin   130.6 kcal/mol
Highest occupied orbital energy   -0.3500 Ha
HOMO-LUMO gap   10.39 eV

```
14
C4H7NO2 (ωB97M-V/def2-TZVPD)
O 1.898 1.796 0.313
N 1.740 0.485 -0.169
C 0.585 0.011 -0.366
C 0.012 -1.354 -0.620
C -1.265 -0.835 0.105
C -0.739 0.626 0.015
O -0.735 1.351 1.208
H 2.737 0.817 0.220
H 0.543 -2.197 -0.171
H -0.147 -1.554 -1.685
H -1.301 -1.145 1.151
H -2.221 -1.041 -0.381
H -1.204 1.178 -0.817
H 0.095 1.863 1.197
```



(3)
Computed, not measured: C37H37BrF6N7O6PSY as an isolated structure, with ωB97M-V/def2-TZVPD.

Calculated values
<S²>   0.780
Charge   +2
ΔE to the lowest compared entry with this formula, charge and spin   14.6 kcal/mol
Multiplicity   2
Highest occupied orbital energy (spin up / spin down)   -0.4524 / -0.4524 Ha
HOMO-LUMO gap (spin up / spin down)   6.46 / 4.12 eV

```
97
C37H37BrF6N7O6PSY (ωB97M-V/def2-TZVPD)
Y 0.771 -0.150 1.412
O 0.889 4.303 1.427
C 1.142 3.027 1.436
O 0.284 2.153 1.365
C 2.582 2.668 1.587
C 3.641 3.557 1.536
C 4.923 3.034 1.644
C 5.096 1.664 1.771
C 3.968 0.855 1.790
N 2.748 1.361 1.724
C 3.945 -0.651 1.803
O 5.056 -1.339 1.791
O 2.875 -1.242 1.864
H -0.028 4.439 1.128
H 3.468 4.616 1.404
H 5.783 3.688 1.607
H 6.096 1.255 1.833
H 5.820 -0.810 1.518
Br 4.068 -3.376 7.416
C 3.142 -2.267 6.270
C 3.428 -0.881 6.252
C 2.741 -0.065 5.412
C 1.753 -0.585 4.496
O 1.176 0.190 3.698
C 1.460 -2.013 4.558
C 0.320 -2.557 3.818
N -0.126 -2.048 2.739
C -1.387 -2.495 2.251
C -1.833 -3.787 2.302
C -3.146 -4.104 1.889
C -3.983 -3.123 1.441
C -3.534 -1.782 1.353
C -4.356 -0.725 0.895
C -3.857 0.542 0.847
C -2.518 0.757 1.224
N -1.716 -0.197 1.644
C -2.220 -1.467 1.736
C 2.136 -2.806 5.445
H 4.184 -0.489 6.919
H 2.919 1.002 5.385
H -0.223 -3.368 4.307
H -1.182 -4.578 2.656
H -3.483 -5.130 1.942
H -4.997 -3.355 1.143
H -5.376 -0.936 0.596
H -4.459 1.376 0.516
H -2.088 1.749 1.164
H 1.901 -3.860 5.523
F 2.197 0.179 -0.442
P 3.311 0.332 -1.801
F 4.317 0.482 -2.991
F 3.437 1.869 -1.348
F 4.499 -0.043 -0.751
F 2.035 0.674 -2.691
F 3.086 -1.236 -2.034
C -0.709 2.197 -1.842
N -0.350 3.555 -1.367
C -1.574 4.378 -1.438
N -2.157 4.428 -2.768
C -2.466 3.060 -3.183
N -1.278 2.205 -3.184
C -0.285 2.794 -4.097
N 0.070 4.156 -3.697
C 0.614 4.111 -2.347
C -1.146 4.970 -3.688
H -1.448 1.763 -1.161
H 0.181 1.565 -1.854
H -1.330 5.401 -1.131
H -2.316 3.969 -0.742
H -2.892 3.082 -4.187
H -3.209 2.639 -2.500
H -0.702 2.814 -5.105
H 0.612 2.174 -4.097
H 0.875 5.127 -2.037
H 1.515 3.495 -2.340
H -1.565 5.001 -4.694
H -0.897 5.988 -3.384
C -4.956 -3.819 -4.003
C -3.656 -3.370 -3.401
C -3.300 -3.741 -2.102
C -2.105 -3.331 -1.543
C -1.249 -2.534 -2.294
C -1.587 -2.131 -3.579
C -2.786 -2.560 -4.126
S 0.292 -1.958 -1.665
C 1.087 -3.497 -1.240
O -0.043 -1.351 -0.285
H -5.404 -4.627 -3.428
H -4.813 -4.163 -5.027
H -5.667 -2.991 -4.036
H -3.969 -4.373 -1.530
H -1.845 -3.624 -0.534
H -0.920 -1.491 -4.142
H -3.050 -2.260 -5.133
H 0.451 -4.052 -0.552
H 2.048 -3.250 -0.794
H 1.241 -4.056 -2.162
```



(4)
Computed, not measured: a 2-piece molecular cluster, C3H10N2O overall, with ωB97M-V/def2-TZVPD.

Calculated values
Charge   0
ΔE to the lowest compared entry with this formula, charge and spin   31.2 kcal/mol
SMILES string   [H]/N=C/N.CCO
Highest occupied orbital energy   -0.3384 Ha
HOMO-LUMO gap   10.02 eV

```
16
C3H10N2O (ωB97M-V/def2-TZVPD)
C 2.541 1.683 1.022
O 1.400 2.420 1.474
C 2.473 1.575 -0.500
H 3.449 2.167 1.361
H 2.507 0.701 1.489
H 2.910 2.436 -0.998
H 3.050 0.719 -0.807
H 1.400 1.507 -0.697
N -3.652 -2.357 -1.539
C -2.735 -2.151 -0.554
N -3.077 -2.320 0.660
H -3.440 -2.497 -2.519
H -4.450 -2.858 -1.175
H -1.704 -1.865 -0.758
H 1.666 2.954 2.228
H -2.336 -2.114 1.313
```



(5)
Computed, not measured: a 2-piece molecular cluster, C4H14NO overall, with ωB97M-V/def2-TZVPD.

Calculated values
Charge   +1
ΔE to the lowest compared entry with this formula, charge and spin   32.9 kcal/mol
Highest occupied orbital energy   -0.5772 Ha
HOMO-LUMO gap   12.74 eV

```
20
C4H14NO (ωB97M-V/def2-TZVPD)
C 1.852 1.629 -0.916
C 0.516 1.418 0.067
N -0.025 -0.027 -0.026
C 0.899 -0.992 0.810
C 0.294 -2.362 0.951
H 2.201 2.607 -0.536
H 1.613 1.784 -1.932
H 2.571 0.888 -0.514
H 0.710 1.628 1.158
H -0.261 2.167 -0.245
H 0.037 -0.231 -1.091
H -0.959 -0.143 0.251
H 0.916 -0.421 1.795
H 1.777 -0.993 0.228
H 0.031 -2.775 -0.086
H 1.049 -2.930 1.539
H -0.602 -2.241 1.593
H -3.157 0.128 -1.658
H -3.593 0.650 -0.199
O -2.941 0.239 -0.698
```



(6)
Computed, not measured: a 2-piece molecular cluster, C3H8NO overall, with ωB97M-V/def2-TZVPD.

Calculated values
Charge   +1
ΔE to the lowest compared entry with this formula, charge and spin   116.9 kcal/mol
Highest occupied orbital energy (spin up / spin down)   -0.5154 / -0.5229 Ha
HOMO-LUMO gap (spin up / spin down)   8.82 / 9.35 eV

```
13
C3H8NO (ωB97M-V/def2-TZVPD)
C 0.371 -0.104 -0.502
C 1.451 -0.400 0.364
C -2.075 -0.487 0.140
N 0.921 0.984 0.361
O 2.665 -0.494 -0.181
H 0.415 0.165 -1.494
H 1.126 -0.867 1.301
H -2.618 -0.932 -0.707
H -2.153 0.511 0.007
H -2.112 -0.866 1.146
H 1.600 1.687 -0.099
H 0.444 1.141 1.245
H 2.944 -1.440 -0.347
```